[1]
ORCA calculation (the ωB97M-V functional and the def2-TZVPD basis) on a structure of composition C21H12Br3InN5O3.

The geometry in XYZ format:
```
45
Properties=species:S:1:pos:R:3:forces:R:3:lowdin_charge:R:1
In -0.3957 0.6343 0.6089 0.2 0.1 0.0 1.041
Br 6.3073 -0.2629 0.6881 -0.1 0.0 0.0 0.861
C 4.4368 -0.2908 0.6098 0.1 0.0 0.0 -0.650
C 3.7898 -0.4156 -0.6088 0.0 0.0 0.0 -0.060
C 2.4108 -0.3935 -0.6097 0.0 0.0 0.0 -0.077
N 1.6945 -0.2887 0.5118 -0.2 0.1 0.0 0.039
C 2.3187 -0.2035 1.6972 0.1 -0.1 -0.1 -0.173
C 3.6990 -0.1911 1.7801 0.0 0.0 0.0 -0.026
C 1.4397 -0.1797 2.8995 -0.1 -0.1 0.1 -0.178
C 1.9186 -0.2089 4.1963 0.1 0.0 0.0 -0.027
C 1.0006 -0.2424 5.2369 0.0 0.0 0.1 -0.650
Br 1.6141 -0.2636 7.0055 0.0 0.0 -0.1 0.859
C -0.3591 -0.2665 4.9679 0.0 0.0 0.0 -0.054
C -0.7544 -0.2226 3.6466 0.0 -0.1 0.0 -0.077
N 0.1270 -0.1809 2.6476 0.0 0.2 -0.1 0.029
H 4.3435 -0.5168 -1.5303 0.0 0.0 0.0 0.121
H 1.8556 -0.4647 -1.5349 0.0 0.0 0.0 0.135
H 4.2077 -0.1071 2.7278 0.0 0.0 0.0 0.112
H 2.9753 -0.2132 4.4148 0.0 0.0 0.0 0.111
H -1.0885 -0.3055 5.7631 0.0 0.0 0.0 0.121
H -1.7991 -0.2196 3.3649 0.0 0.1 0.0 0.131
N 1.0288 3.9906 -1.6738 0.0 0.0 0.0 0.221
C 0.5121 3.3397 -0.6304 0.0 0.2 0.0 -0.451
O 0.8551 2.1193 -0.4409 -0.3 -0.2 0.1 -0.075
C -0.3901 4.0340 0.2355 0.0 0.0 -0.2 -0.175
C -0.8301 5.3542 -0.0192 0.0 0.1 0.2 -0.206
N -1.1440 6.4425 -0.2288 0.0 -0.1 -0.1 0.169
C -0.8271 3.2390 1.2729 0.2 -0.1 0.1 -0.146
N -0.9859 2.3542 2.0179 -0.2 0.2 0.1 0.170
H 1.6409 3.5075 -2.3067 0.0 0.0 0.0 0.129
H 0.7975 4.9556 -1.8460 0.0 0.0 0.0 0.120
Br -8.9166 0.3781 -0.2856 0.0 0.0 0.0 0.787
C -7.0317 0.3547 -0.2570 0.0 0.0 0.0 -0.678
C -6.3707 -0.8520 -0.0713 0.0 0.0 0.0 -0.104
C -4.9887 -0.8645 -0.0300 0.0 0.0 0.0 -0.001
C -4.2782 0.3206 -0.1992 0.1 -0.1 0.0 -0.141
C -4.9510 1.5221 -0.4018 0.0 0.0 -0.1 0.004
C -6.3345 1.5427 -0.4209 0.0 0.1 0.0 -0.101
C -2.8060 0.3269 -0.1100 -0.4 0.0 -0.1 -0.550
O -2.1904 -0.5974 0.5314 0.3 0.2 0.0 -0.027
O -2.1293 1.2815 -0.5956 0.2 -0.2 0.2 -0.002
H -6.9340 -1.7670 0.0464 0.0 0.0 0.0 0.108
H -4.4543 -1.7923 0.1252 0.0 0.0 0.0 0.125
H -4.3894 2.4357 -0.5429 0.0 0.0 0.0 0.127
H -6.8690 2.4714 -0.5634 0.0 0.0 0.0 0.109
```
Forces are in eV/Å.

Computed properties:
- E (eV) = -250862.3639
- total charge = +1



[2]
ORCA calculation (the ωB97M-V functional and the def2-TZVPD basis) on a structure of composition C21H12F2N2O5S2V at a distorted geometry.

The geometry in XYZ format:
```
45
Properties=species:S:1:pos:R:3:forces:R:3:lowdin_charge:R:1
V -0.4133 0.7295 -0.4721 -0.5 0.6 1.1 0.556
F -1.1104 -3.4909 2.9090 0.0 -0.1 0.2 0.021
C -1.4962 -2.8045 1.7997 0.0 0.1 -0.2 -0.286
C -0.7957 -1.6913 1.4068 0.0 0.0 0.1 -0.037
C -1.1539 -0.9854 0.2460 -1.1 -1.3 0.3 -0.136
C -2.2876 -1.4754 -0.4646 0.2 0.0 -0.1 -0.120
C -2.9867 -2.5800 0.0030 0.1 0.1 0.0 -0.224
F -4.1202 -3.0148 -0.6263 0.0 -0.1 -0.1 0.020
C -2.6106 -3.2798 1.1261 0.0 -0.1 0.0 0.023
C -2.6454 -0.6796 -1.6333 -0.1 -0.1 0.0 -0.195
C -3.5561 -1.0340 -2.6284 -0.1 0.1 -0.2 -0.022
C -3.7920 -0.1705 -3.6820 0.0 -0.1 0.1 -0.100
C -3.1132 1.0413 -3.7161 0.0 0.1 0.1 -0.077
C -2.2008 1.3156 -2.7179 -0.2 0.3 -0.3 -0.112
N -1.9465 0.4795 -1.7048 -1.0 -0.2 -1.2 -0.050
H 0.0362 -1.3657 2.0203 0.0 0.0 0.0 0.102
H -3.1669 -4.1384 1.4739 0.0 0.0 0.0 0.111
H -4.0571 -1.9882 -2.5874 0.0 0.0 0.1 0.095
H -4.4889 -0.4416 -4.4658 0.0 0.0 0.0 0.088
H -3.2658 1.7527 -4.5162 0.0 0.0 0.0 0.092
H -1.6214 2.2303 -2.7249 0.1 -0.1 0.0 0.109
O -1.0145 3.4917 2.2530 0.2 -0.2 -0.2 0.000
C -0.6845 2.5152 1.5717 -0.3 0.5 0.3 -0.595
O -1.4693 1.8108 0.8291 -0.1 0.1 0.2 -0.105
C 0.7170 1.9869 1.6354 -0.3 -0.7 -0.4 -0.178
C 1.6840 2.5668 2.4420 0.8 -0.1 0.3 -0.010
C 2.9209 1.9769 2.5606 -0.4 0.1 0.0 -0.035
C 3.1525 0.7261 1.9227 -0.3 0.2 -0.1 -0.163
C 4.3535 0.0126 2.0873 0.2 -0.2 -0.1 -0.063
C 4.5302 -1.2286 1.5163 0.1 0.3 0.2 -0.121
C 3.5003 -1.7922 0.7648 -0.3 -0.1 -0.2 -0.097
C 2.3221 -1.1025 0.5568 0.2 0.0 0.0 -0.050
C 2.1232 0.1753 1.1082 0.2 0.1 0.4 -0.196
N 0.9335 0.8587 0.9048 1.5 0.6 0.6 0.001
H 1.4247 3.4827 2.9554 0.0 0.0 0.0 0.110
H 3.7066 2.4293 3.1558 0.0 0.0 0.0 0.093
H 5.1415 0.4575 2.6870 0.0 0.0 0.0 0.096
H 5.4619 -1.7676 1.6549 0.0 0.0 0.0 0.084
H 3.6247 -2.7841 0.3441 0.0 0.1 -0.1 0.091
H 1.5365 -1.5378 -0.0363 -0.1 0.0 -0.1 0.064
O 1.6934 2.6221 -3.2690 -0.2 0.0 0.1 -0.432
S 1.4269 2.0064 -1.9743 1.8 0.4 -1.4 0.095
O 0.1912 2.5753 -1.3597 -0.5 -0.1 0.4 -0.456
O 2.5661 2.0646 -1.0748 0.0 0.2 0.1 -0.390
S 0.9502 0.0449 -2.2805 0.4 -0.3 -0.4 0.397
```
Forces are in eV/Å.

Computed properties:
- E (eV) = -87985.9588
- total charge = -2
- spin multiplicity = 2



[3]
ORCA calculation (the ωB97M-V functional and the def2-TZVPD basis) on a structure of composition C21H12F3IIrNO5S at a distorted geometry.

The geometry in XYZ format:
```
45
Properties=species:S:1:pos:R:3:forces:R:3:lowdin_charge:R:1
Ir 0.0235 0.0323 -0.2184 2.4 0.4 3.7 1.058
O 3.5258 -0.1981 1.9428 -0.1 0.0 -0.2 0.094
C 2.3888 -0.0498 1.5468 0.0 -0.1 1.9 -0.589
O 2.0186 0.1533 0.3558 -1.1 0.3 -2.0 -0.148
C 1.2552 -0.0341 2.5913 0.7 0.0 -0.4 -0.139
C 1.5862 -0.1294 3.9518 -0.4 0.0 0.2 0.033
C 0.5716 -0.1078 4.8690 0.2 0.0 -0.2 0.027
C -0.7685 -0.0264 4.4336 0.0 0.1 -0.6 -0.133
C -1.8710 -0.0525 5.3160 -0.2 0.0 -0.1 -0.023
C -3.1514 -0.0377 4.8333 0.2 0.0 0.2 -0.065
C -3.3862 0.0237 3.4495 0.2 0.1 -0.2 -0.049
C -2.3450 0.0994 2.5636 -0.1 -0.1 0.1 -0.012
C -1.0142 0.0632 3.0281 -0.7 0.0 0.5 -0.171
N 0.0238 0.0907 2.1609 0.4 -0.4 -2.6 0.133
H 2.6279 -0.2240 4.2248 0.0 0.0 -0.1 0.127
H 0.7836 -0.1748 5.9265 0.0 0.0 0.1 0.124
H -1.6867 -0.0966 6.3791 0.1 0.0 0.1 0.116
H -3.9897 -0.0801 5.5137 0.0 0.0 0.0 0.108
H -4.4028 0.0087 3.0844 0.0 0.0 -0.1 0.111
H -2.5251 0.1595 1.5008 0.1 -0.1 0.0 0.049
I -2.1193 -0.3754 -1.5353 -1.0 2.4 1.1 0.852
C -2.5075 2.1363 -0.1459 -0.4 0.9 -1.0 -0.078
C -3.7054 2.7782 -0.0847 -0.1 -1.6 -0.5 -0.091
C -3.7009 4.1813 -0.0124 0.6 0.5 0.6 -0.068
C -2.5119 4.8628 0.0552 -0.3 -0.2 -0.1 -0.017
C -1.2730 4.1873 0.0002 -0.4 -0.2 0.0 -0.164
C -0.0403 4.8650 0.0227 0.6 -0.1 -0.1 -0.033
C 1.1394 4.1843 -0.1584 -0.5 0.6 0.0 -0.064
C 1.1435 2.8000 -0.3216 -0.6 -0.8 0.0 -0.094
C -0.0317 2.0578 -0.2706 0.2 0.0 -0.1 -0.291
C -1.2643 2.7617 -0.1339 0.8 -1.0 -0.2 -0.239
H -4.6362 2.2340 -0.1082 -0.1 0.0 -0.3 0.111
H -4.6393 4.7126 -0.0045 -0.1 0.0 0.1 0.110
H -2.5070 5.9413 0.1309 0.0 0.1 -0.1 0.119
H -0.0328 5.9358 0.1598 -0.1 0.1 0.0 0.113
H 2.0804 4.7131 -0.1688 0.1 0.1 0.0 0.109
H 2.0907 2.2987 -0.4633 0.0 -0.1 0.1 0.097
F 0.9502 -4.4904 1.4049 -0.1 0.1 0.1 0.134
C 0.4194 -4.5360 0.1803 0.1 0.3 0.0 -0.656
F -0.2527 -5.6818 0.0709 -0.3 0.3 -0.1 0.143
F 1.4177 -4.5556 -0.6997 0.1 -0.1 -0.2 0.136
S -0.5867 -2.9926 -0.1749 0.0 -2.1 1.0 0.385
O -0.9960 -3.1712 -1.5339 -0.2 0.2 -0.7 -0.376
O -1.6071 -2.8702 0.8235 -0.3 -0.1 0.1 -0.312
O 0.5023 -2.0249 0.0201 0.6 0.5 -0.2 -0.478
```
Forces are in eV/Å.

Computed properties:
- E (eV) = -63624.1056
- total charge = 0
- energy relative to the best compared isomer or geometry (same formula, charge and spin) (kJ/mol) = 349.0



[4]
ORCA calculation (the ωB97M-V functional and the def2-TZVPD basis) on a structure of composition C21H12F6IrN6O6S2Se at a distorted geometry.

The geometry in XYZ format:
```
55
Properties=species:S:1:pos:R:3:forces:R:3:lowdin_charge:R:1
Ir -0.1604 -0.1065 -0.3579 -1.1 0.2 -0.5 1.241
O -0.2554 2.5947 -3.8368 0.0 0.1 0.3 0.090
C -0.2186 2.0615 -2.7420 0.0 0.1 -0.3 -0.432
N -0.6709 0.8160 -2.4261 -0.1 -0.7 0.4 0.028
C -1.4450 0.0935 -3.2642 0.2 0.2 0.2 -0.203
C -2.1175 0.6049 -4.3911 -0.3 0.1 -0.6 -0.002
C -2.8544 -0.2232 -5.1971 0.3 0.6 0.2 -0.044
C -2.9540 -1.5945 -4.9139 0.1 -0.4 0.4 -0.044
C -2.3492 -2.1236 -3.8043 -0.3 -0.4 -0.4 0.004
C -1.5904 -1.3063 -2.9435 0.1 -0.1 0.2 -0.182
N -0.9698 -1.7255 -1.8197 0.2 0.8 0.2 0.032
C -0.8044 -3.0454 -1.5257 -0.1 -0.1 -0.3 -0.435
O -1.0222 -3.9886 -2.2659 0.0 -0.1 0.3 0.083
C -0.2549 -3.2750 -0.1585 0.1 -0.6 0.1 -0.189
C -0.2777 -4.5620 0.3647 0.0 0.3 -0.2 0.019
C 0.3085 -4.7957 1.5962 0.0 0.2 0.0 -0.025
C 0.9003 -3.7284 2.2502 -0.1 0.0 -0.3 -0.009
C 0.8593 -2.4696 1.6647 0.4 -0.2 0.7 -0.110
N 0.2887 -2.2430 0.4906 -0.3 0.5 -0.3 0.011
C 0.4241 2.7615 -1.5863 0.2 0.5 -0.3 -0.185
C 0.6623 4.1271 -1.6848 0.0 -0.3 0.0 0.025
C 1.3283 4.7648 -0.6539 0.0 -0.2 0.1 -0.020
C 1.7387 4.0071 0.4301 0.0 -0.1 -0.2 -0.005
C 1.4503 2.6506 0.4523 0.3 0.3 0.3 -0.128
N 0.8023 2.0387 -0.5287 -0.4 -0.5 -0.1 0.015
H -2.0409 1.6565 -4.6114 0.0 -0.1 0.0 0.109
H -3.3697 0.1828 -6.0543 0.0 0.1 -0.1 0.112
H -3.5195 -2.2373 -5.5747 0.0 0.0 0.0 0.112
H -2.4368 -3.1754 -3.5856 0.0 0.1 0.0 0.104
H -0.7550 -5.3398 -0.2133 0.1 0.0 0.0 0.124
H 0.3087 -5.7860 2.0277 0.0 0.0 0.0 0.116
H 1.3898 -3.8420 3.2027 0.0 0.0 0.1 0.118
H 1.2867 -1.6319 2.1881 0.0 0.0 -0.1 0.060
H 0.3247 4.6451 -2.5690 0.0 0.0 -0.1 0.125
H 1.5406 5.8212 -0.7067 0.0 0.1 0.0 0.117
H 2.2793 4.4404 1.2540 0.0 0.0 0.1 0.121
H 1.7557 2.0545 1.2951 0.1 0.1 -0.2 0.052
F -0.8613 -1.0055 4.0197 0.1 0.0 -0.2 0.140
C -0.6728 0.2644 4.3687 -0.4 -0.2 0.4 -0.645
F -0.0104 0.2961 5.5175 0.1 0.2 -0.1 0.145
F -1.8794 0.7958 4.5816 0.2 0.2 -0.3 0.138
S 0.2219 1.2224 2.9965 -1.0 0.1 0.4 0.549
O 0.3357 0.2370 1.9369 0.2 -0.5 -0.4 -0.525
O -0.6327 2.3160 2.6598 0.2 0.4 0.5 -0.318
N 1.5952 1.6900 3.5662 0.0 0.2 0.3 -0.278
S 2.5946 0.5307 4.0009 1.0 -0.3 -0.7 0.602
O 3.3899 0.8658 5.1239 0.1 0.4 0.3 -0.233
O 1.9577 -0.7503 3.9438 0.1 -0.6 0.1 -0.298
C 3.8150 0.5506 2.5545 0.0 0.1 0.1 -0.649
F 4.1860 1.8067 2.2978 0.0 0.1 0.1 0.130
F 3.2589 0.0663 1.4356 -0.3 -0.1 0.0 0.117
F 4.9078 -0.1649 2.7976 -0.2 0.0 0.3 0.153
Se -2.3101 0.7703 0.7129 0.9 -0.5 -0.2 0.830
C -3.3819 1.0727 -0.7212 -0.3 0.0 -0.3 -0.754
N -4.0959 1.3149 -1.5936 0.0 0.0 -0.2 0.090
```
Forces are in eV/Å.

Computed properties:
- E (eV) = -149354.3737
- total charge = 0
- energy relative to the best compared isomer or geometry (same formula, charge and spin) (kJ/mol) = 48.4
- spin multiplicity = 6



[5]
ORCA calculation (the ωB97M-V functional and the def2-TZVPD basis) on a structure of composition C21H12I2N7O5SSr.

The geometry in XYZ format:
```
49
Properties=species:S:1:pos:R:3:forces:R:3:lowdin_charge:R:1
Sr 0.5669 1.0837 -0.2285 -0.2 0.1 -0.4 1.406
O 4.7789 1.0483 1.7704 0.0 0.0 0.0 0.083
C 3.8029 1.0404 1.0480 0.0 -0.1 0.1 -0.457
N 2.4890 1.0322 1.4385 -0.1 0.3 -0.3 0.002
C 2.0501 1.9264 2.3511 0.1 0.1 0.2 -0.526
O 2.5955 2.9445 2.7515 0.1 -0.1 0.1 0.066
C 0.6379 1.6524 2.8607 0.0 0.0 0.1 -0.221
C 0.4535 1.1908 4.1523 -0.1 0.0 0.2 0.003
C -0.8397 1.0043 4.6165 0.2 0.0 0.0 -0.044
C -1.9077 1.2914 3.7857 0.0 0.0 -0.2 -0.069
C -1.6343 1.7318 2.5025 -0.1 0.0 0.3 -0.142
N -0.3957 1.9181 2.0482 0.4 -0.1 -0.2 -0.006
C 4.0349 0.9511 -0.4581 0.0 0.1 -0.1 -0.184
C 5.3166 0.7331 -0.9402 0.1 0.0 0.1 0.002
C 5.5213 0.7055 -2.3083 0.0 0.0 0.0 -0.051
C 4.4461 0.9113 -3.1592 0.0 0.0 0.0 -0.064
C 3.1994 1.1352 -2.5991 0.1 0.0 0.0 -0.171
N 3.0007 1.1505 -1.2813 -0.2 -0.1 0.2 0.008
H 1.3128 0.9882 4.7766 0.0 0.0 0.0 0.124
H -1.0146 0.6264 5.6158 0.0 0.0 0.0 0.111
H -2.9258 1.1185 4.0981 0.0 0.0 0.0 0.102
H -2.4378 1.9394 1.8051 0.0 0.0 0.0 0.118
H 6.1187 0.5980 -0.2288 0.0 0.0 0.0 0.117
H 6.5124 0.5320 -2.7078 0.0 0.0 0.0 0.107
H 4.5598 0.8986 -4.2340 0.0 0.0 0.0 0.103
H 2.3275 1.3161 -3.2183 0.0 0.0 0.0 0.092
O -3.6481 -1.3651 2.9946 0.0 0.0 0.0 -0.312
S -2.6709 -2.2224 2.3742 -0.1 0.0 0.0 0.631
O -2.0848 -3.2550 3.1810 0.0 0.0 0.0 -0.300
N -1.5210 -1.3382 1.6222 0.0 0.0 -0.1 -0.009
C -1.5872 -1.4794 0.3202 0.0 0.0 0.0 -0.523
O -0.8179 -0.8929 -0.4992 -0.1 -0.1 0.0 -0.445
C -2.6751 -2.3890 -0.1673 0.0 -0.1 0.0 -0.135
C -3.0258 -2.7104 -1.4659 0.0 0.0 0.0 -0.014
C -4.0845 -3.5909 -1.6553 0.0 0.0 0.0 -0.067
C -4.7731 -4.1271 -0.5708 0.0 0.0 0.0 -0.074
C -4.4252 -3.7918 0.7335 0.0 0.0 0.0 -0.034
C -3.3714 -2.9190 0.8983 0.0 0.0 0.0 -0.213
H -2.4898 -2.2861 -2.3048 0.0 0.0 0.0 0.073
H -4.3811 -3.8627 -2.6600 0.0 0.0 0.0 0.104
H -5.5943 -4.8101 -0.7472 0.0 0.0 0.0 0.102
H -4.9591 -4.1957 1.5831 0.0 0.0 0.0 0.120
N -0.3080 2.2670 -2.2678 0.0 0.1 0.1 -0.038
C -0.7249 2.8008 -3.2228 0.0 -0.1 -0.1 -0.413
N -1.2731 3.2990 -4.2718 0.1 0.1 0.1 0.041
C -0.6195 4.1992 -4.9900 -0.1 0.0 0.0 -0.438
N -0.1220 4.9898 -5.6759 0.0 0.0 0.0 0.060
I 0.5071 -1.6458 -2.6858 -0.1 -0.1 0.1 0.354
I 2.0800 -2.1422 -4.7797 0.1 0.0 -0.1 0.022
```
Forces are in eV/Å.

Computed properties:
- E (eV) = -70519.1275
- total charge = -1
- energy relative to the best compared isomer or geometry (same formula, charge and spin) (kJ/mol) = 42.7